1.
{
  "formula": "H13O6",
  "method": "the ωB97M-V functional and the def2-TZVPD basis",
  "elements": ["O", "H", "H", "O", "H", "H", "O", "H", "H", "O", "H", "H", "O", "H", "H", "O", "H", "H", "H"],
  "xyz": [[0.16015, -1.48389, -1.10756], [-0.19749, -0.91452, -1.82348], [0.87850, -1.02179, -0.58810], [-1.45456, -0.10953, 0.62247], [-2.27784, -0.58995, 0.72099], [-0.92344, -0.73428, -0.11605], [-2.29850, 1.23330, -1.18122], [-1.99840, 0.84088, -0.15766], [-2.89274, 1.92686, -0.91539], [2.32761, -0.19582, 0.24400], [2.92105, -0.98262, 0.45501], [1.74619, -0.24553, 1.03927], [0.75128, -1.08029, 2.12080], [0.19077, -0.34553, 1.78292], [0.63312, -1.49852, 2.99108], [0.40061, 1.54503, -0.82663], [1.43714, 0.14232, -0.69922], [1.06031, 2.04778, -1.30529], [-0.46375, 1.46612, -1.25594]],
  "forces_ev_per_a": [[0.1, 1.0, 0.5], [0.6, -0.4, 0.2], [-1.5, -1.8, -1.2], [2.2, -2.4, -1.2], [-0.4, -0.5, 0.5], [-1.6, 1.5, 2.2], [1.3, -0.8, 2.4], [-0.7, 1.0, -3.3], [-0.5, 0.8, -0.4], [-1.0, 0.3, -1.1], [-0.7, 0.8, -1.4], [0.0, 0.0, 0.8], [1.0, 0.3, -1.3], [-1.0, -1.1, 1.8], [-0.6, 1.0, -0.4], [2.5, -2.2, 1.1], [1.7, 1.3, 1.9], [-0.3, 0.7, -0.5], [-1.2, 0.4, -0.6]],
  "charge": 1,
  "homo_lumo_gap_ev": 9.61,
  "e_above_lowest_ev": 4.550,
  "total_energy_ha": -458.8511,
  "e_homo_ev": -14.5,
  "spin_multiplicity": 1
}

2.
{
  "formula": "H13O6S",
  "method": "the ωB97M-V functional and the def2-TZVPD basis",
  "elements": ["S", "H", "H", "H", "O", "H", "H", "O", "H", "H", "O", "H", "H", "O", "H", "H", "O", "H", "H", "O"],
  "xyz": [[4.36824, 0.01666, 0.43953], [2.84872, 1.28067, 0.35355], [2.08973, -0.23691, 0.30029], [1.83102, -1.30535, -0.71758], [1.33819, -0.66775, -0.19098], [-1.21972, 0.28617, -1.88562], [-1.37150, -1.00669, -2.68528], [-1.75969, -0.51033, -1.95894], [-1.51632, -1.99731, -0.66064], [-0.45241, -1.58666, 0.19376], [-1.24912, -2.15783, 0.26144], [-3.50934, 0.89686, 1.07970], [-4.50767, 1.98283, 1.39619], [-4.25113, 1.39875, 0.67360], [1.05434, 1.37112, -0.88482], [0.35709, 2.54104, -1.68788], [0.20282, 1.73250, -1.19669], [-1.80357, -0.92559, 1.48249], [-1.48285, 0.46444, 2.12011], [-2.20167, -0.10438, 1.83348]],
  "forces_ev_per_a": [[-2.8, 2.4, -0.2], [3.0, -2.0, 0.2], [-0.3, -0.4, -0.2], [0.1, 0.0, 0.0], [-0.1, 0.0, 0.2], [0.3, 0.2, 0.3], [0.0, 0.1, -0.1], [-0.2, -0.3, -0.4], [-0.7, 0.0, 0.4], [0.3, -0.4, 0.6], [0.9, 0.4, -0.6], [-0.2, -0.1, -0.4], [-0.1, 0.0, -0.2], [0.2, 0.1, 0.5], [-0.4, 0.0, -0.3], [0.3, 0.0, 0.1], [-0.2, -0.2, 0.0], [-0.2, 0.2, -0.3], [0.2, -0.1, -0.1], [-0.1, 0.1, 0.4]],
  "charge": -1,
  "homo_lumo_gap_ev": 7.03,
  "e_above_lowest_ev": 2.989,
  "total_energy_ha": -857.4154,
  "e_homo_ev": -4.0,
  "spin_multiplicity": 1
}